CH3N4S | ωB97M-V/def2-TZVPD

Atoms and positions in Å:
C1 -0.255202 -0.449777 -0.903510
N1 -0.210917 0.346125 1.605698
N2 1.014494 -0.434974 -0.149511
N3 -1.421548 0.121551 -0.181102
N4 0.783869 -0.005954 1.018676
S1 2.095163 0.638981 2.135469
H1 0.078815 0.080990 -1.782304
H2 -0.541294 -1.478344 -1.260392
H3 -1.543379 1.181402 -0.483024

Atomic forces in eV per Å
C -1.12 -0.13 0.27
N -3.74 0.56 -0.72
N 0.06 -0.50 0.08
N 1.50 1.88 0.03
N 2.55 0.40 -0.43
S 0.06 -0.61 -0.20
H -0.50 0.46 -0.69
H 0.47 0.51 0.65
H 0.72 -2.57 1.01

Calculated values
E_LUMO (spin up / spin down), eV: 3.85 / 3.92
E_HOMO (spin up / spin down), eV: -3.32 / -3.51
Energy relative to the best compared isomer or geometry (same formula, charge and spin), kJ/mol: 436.1
Orbital gap (spin up / spin down), eV: 7.18 / 7.43
E_tot, Ha: -656.96152
Total charge: -1

=====

C41H43N2P2ReS5Si2 | ωB97M-V/def2-TZVPD

Atoms and positions in Å:
Re1 -0.659458 0.634824 0.009425
C1 -0.199306 -2.622250 -3.616367
Si1 -0.754747 -2.556055 -1.814598
C2 -2.629021 -2.460578 -1.762230
C3 -0.275964 -4.120544 -0.868732
N1 -0.020845 -1.145271 -1.065956
P1 1.498150 -0.944160 -0.540504
C4 1.147774 -0.098971 0.934994
P2 1.463265 1.571453 1.338077
N2 0.400375 2.423024 0.464548
Si2 0.059648 4.087815 0.048815
C5 0.863881 4.716972 -1.548362
C6 0.717909 5.134617 1.474243
C7 -1.815816 4.271882 -0.119651
C8 3.147557 2.207181 1.267562
C9 4.121719 1.633519 2.085148
C10 5.418696 2.117078 2.049436
C11 5.747584 3.161654 1.193701
C12 4.785252 3.712177 0.361962
C13 3.486754 3.227374 0.390076
C14 0.974917 1.560431 3.071146
C15 -0.223116 0.892406 3.312103
C16 -0.584398 0.678101 4.644252
C17 0.193552 1.146892 5.688402
C18 1.340235 1.883218 5.428845
C19 1.732315 2.083224 4.116956
C20 2.433592 -2.476791 -0.308320
C21 2.557536 -3.027307 0.960543
C22 3.266224 -4.207128 1.133670
C23 3.840371 -4.838196 0.039104
C24 3.719764 -4.287684 -1.231075
C25 3.023454 -3.103628 -1.404373
C26 2.630477 -0.040431 -1.637127
C27 3.959832 -0.007599 -1.204704
C28 4.910542 0.685334 -1.930669
C29 4.535220 1.372026 -3.078394
C30 3.218184 1.343205 -3.507869
C31 2.262365 0.628922 -2.796627
H1 -0.783568 -3.373568 -4.154098
H2 -0.358718 -1.660404 -4.107737
H3 0.855857 -2.886138 -3.718775
H4 -3.042722 -3.406981 -2.120198
H5 -2.989529 -2.288092 -0.749144
H6 -3.022624 -1.664977 -2.397142
H7 -0.978215 -4.924136 -1.101881
H8 0.725564 -4.475344 -1.111880
H9 -0.314465 -3.939558 0.207343
H10 1.922923 4.964210 -1.446063
H11 0.756258 4.006981 -2.367140
H12 0.352186 5.638390 -1.841644
H13 1.804608 5.058322 1.557954
H14 0.470354 6.185839 1.307672
H15 0.283857 4.833179 2.430460
H16 -2.079519 4.525822 -1.148089
H17 -2.339903 3.354020 0.144912
H18 -2.197301 5.068906 0.524899
H19 3.853379 0.811831 2.738515
H20 6.171695 1.691340 2.700121
H21 6.761718 3.540287 1.172772
H22 5.044298 4.514992 -0.316602
H23 2.737161 3.635875 -0.271839
H24 -1.398142 -0.592512 2.337636
H25 -1.505107 0.149298 4.860144
H26 -0.111386 0.957561 6.710093
H27 1.927539 2.289559 6.242087
H28 2.631348 2.644803 3.898674
H29 2.094616 -2.519758 1.799760
H30 3.380391 -4.634165 2.121689
H31 4.390746 -5.760339 0.174850
H32 4.178595 -4.777699 -2.080199
H33 2.934491 -2.656501 -2.388377
H34 4.240179 -0.552598 -0.310784
H35 5.939786 0.700429 -1.597924
H36 5.277979 1.922611 -3.642252
H37 2.937123 1.861219 -4.416195
H38 1.240448 0.576053 -3.144462
S1 -6.024871 1.500742 -5.005275
C32 -4.844858 1.326038 -3.893862
S2 -5.077912 0.594369 -2.330767
C33 -3.442461 0.812841 -1.753835
C34 -2.566899 1.389933 -2.602889
S3 -0.948163 1.696010 -2.140623
S4 -3.202344 1.857995 -4.162107
S5 -2.997524 0.365828 -0.145941
C35 -1.225560 0.482058 2.248409
C36 -2.505142 1.198937 2.603826
C37 -3.679490 0.489451 2.856026
C38 -4.834636 1.146457 3.249741
C39 -4.838864 2.526653 3.387293
C40 -3.675452 3.244636 3.146564
C41 -2.516873 2.583348 2.776559
H39 -3.683476 -0.587693 2.732976
H40 -5.734829 0.581377 3.457032
H41 -5.745850 3.039347 3.681195
H42 -3.676278 4.321581 3.261011
H43 -1.602801 3.138965 2.596664

Atomic forces in eV per Å
Re 0.47 -1.59 0.42
C -0.06 -0.15 0.27
Si -0.39 -0.02 -0.26
C 0.28 0.04 -0.11
C 0.05 0.19 -0.20
N -0.19 0.78 0.41
P 0.19 0.18 0.73
C -0.36 0.94 -1.73
P -0.39 -0.68 0.76
N -0.22 -0.35 -0.47
Si -0.37 0.24 -0.06
C -0.01 -0.05 0.24
C -0.07 -0.12 -0.18
C 0.31 0.17 0.01
C -0.08 -0.24 -0.15
C 0.00 -0.01 -0.12
C 0.00 -0.04 0.07
C 0.03 0.02 -0.01
C 0.06 0.01 -0.07
C -0.03 -0.05 0.04
C 0.11 0.16 -0.16
C -0.07 -0.04 0.28
C 0.08 -0.03 0.02
C -0.06 -0.03 0.02
C 0.07 0.04 0.01
C 0.00 0.02 -0.05
C -0.11 0.02 -0.06
C -0.09 0.05 0.00
C 0.06 -0.07 0.02
C -0.01 0.01 0.03
C 0.01 0.00 -0.05
C -0.01 -0.03 0.04
C 0.01 -0.11 0.25
C -0.06 -0.01 -0.12
C 0.01 0.09 0.09
C 0.04 0.03 -0.02
C 0.01 0.02 -0.11
C -0.05 -0.11 0.03
H 0.04 -0.01 -0.03
H -0.03 0.03 0.05
H 0.00 0.02 0.01
H 0.05 -0.02 -0.01
H -0.02 -0.09 0.01
H 0.03 -0.04 0.00
H -0.05 0.04 -0.02
H 0.00 -0.02 0.03
H -0.03 0.00 0.02
H -0.05 0.03 -0.01
H -0.02 -0.03 0.00
H -0.03 -0.01 0.02
H -0.02 0.02 0.03
H 0.00 0.01 0.00
H -0.02 -0.01 0.00
H -0.01 -0.04 -0.01
H -0.02 -0.01 -0.01
H 0.05 -0.01 0.02
H 0.06 0.01 0.04
H 0.01 -0.03 -0.03
H -0.01 0.01 0.00
H 0.01 -0.01 0.00
H 0.08 -0.04 0.01
H 0.03 -0.02 -0.12
H -0.02 0.03 -0.01
H 0.00 0.01 -0.01
H 0.00 0.00 -0.01
H 0.00 0.00 0.05
H 0.03 -0.01 0.01
H -0.04 0.00 0.00
H 0.00 0.00 0.01
H -0.02 0.00 0.00
H 0.06 -0.04 0.00
H 0.09 0.06 0.01
H 0.02 0.00 0.01
H -0.02 -0.01 -0.01
H -0.03 0.00 0.02
H -0.01 0.03 0.00
S -0.06 -0.01 -0.04
C 0.14 -0.03 0.07
S 0.10 0.11 -0.17
C -0.01 -0.16 -0.23
C -0.38 -0.27 -0.08
S 0.23 0.36 0.74
S -0.11 -0.11 0.14
S 0.85 0.44 0.16
C 0.04 0.55 -0.66
C -0.11 -0.02 0.18
C 0.13 0.06 0.07
C -0.04 0.03 0.01
C -0.09 -0.01 -0.01
C 0.02 -0.01 0.02
C -0.02 -0.07 -0.13
H 0.00 -0.01 0.03
H 0.00 -0.01 -0.04
H 0.02 0.00 0.02
H 0.04 0.00 -0.02
H -0.01 0.03 0.05

Calculated values
E_LUMO (spin up / spin down), eV: -0.87 / -0.87
E_HOMO (spin up / spin down), eV: -7.05 / -7.05
Orbital gap (spin up / spin down), eV: 6.17 / 6.17
E_tot, Ha: -5028.72887

=====

CHO3Rb | ωB97M-V/def2-TZVPD

Atoms and positions in Å:
Rb1 2.061375 2.296638 -0.871844
O1 0.641710 -0.285234 0.114060
C1 -0.754522 -0.559222 0.473722
O2 -1.520457 -0.251696 -0.471810
O3 -0.927520 -1.032563 1.591889
H1 0.499416 -0.167923 -0.836014

Atomic forces in eV per Å
Rb -0.39 -0.46 0.34
O 0.73 0.49 -0.35
C -1.27 -0.20 0.22
O 0.58 -0.06 0.47
O 0.42 0.48 -0.71
H -0.06 -0.25 0.03

Calculated values
E_LUMO, eV: -1.65
E_HOMO, eV: -7.61
Energy relative to the best compared isomer or geometry (same formula, charge and spin), kJ/mol: 131.3
Orbital gap, eV: 5.96
E_tot, Ha: -288.50716

=====

C4H7N3O | ωB97M-V/def2-TZVPD

Atoms and positions in Å:
C1 -1.254557 -1.894768 -0.869667
C2 0.590253 -0.685858 0.345200
C3 1.092085 1.759212 -0.134718
C4 0.105727 1.555579 1.008942
H1 -1.063737 0.021736 -1.745547
H2 -2.185327 -2.780010 -0.643836
H3 -0.213921 -2.670825 0.745313
H4 0.976196 2.593847 -1.016153
H5 2.152202 1.553862 0.060440
H6 -0.974593 2.124377 1.109950
H7 0.853086 1.266028 1.884891
N1 -1.629826 -0.919386 -1.779504
N2 -0.165357 -1.818949 0.071644
N3 0.181117 0.575566 -0.188464
O1 1.536651 -0.680411 1.151508

Atomic forces in eV per Å
C -3.66 3.79 -2.37
C 2.59 0.66 2.35
C -0.92 1.12 -1.70
C 0.45 0.86 -0.40
H -0.70 -2.80 0.27
H 3.53 2.44 -0.84
H 0.98 2.53 -1.40
H -0.13 -2.42 2.22
H -0.53 0.02 0.26
H 3.28 -1.48 -0.15
H -2.68 0.35 -1.39
N 1.93 -2.82 3.66
N -1.89 -1.85 0.10
N -0.72 0.97 0.90
O -1.50 -1.36 -1.51

Calculated values
E_LUMO, eV: 0.57
E_HOMO, eV: -9.58
SMILES: [H]/N=C\NC(=O)N1CC1
Energy relative to the best compared isomer or geometry (same formula, charge and spin), kJ/mol: 435.0
Orbital gap, eV: 10.15
E_tot, Ha: -395.98272

=====

Which of these has the lowest E_tot?
C41H43N2P2ReS5Si2

=====

Number 1 is which compound?
CH3N4S

=====

Among the records above, which one has the highest E_tot?
CHO3Rb

=====

Among the records above, which one has the highest E_tot?
CHO3Rb